Record 1
Formula: C39H57IrN7O2
Source: the OMol25 dataset
Level of theory: wB97M-V/def2-TZVPD

```
! wB97M-V def2-TZVPD RIJCOSX def2/J DEFGRID3
* xyz 2 2
Ir 1.06 0.22 0.40
C 1.39 -0.51 2.41
C 0.04 -0.62 2.89
C -0.44 0.73 3.14
C 0.60 1.59 2.79
C 1.79 0.87 2.42
C 3.20 1.41 2.52
C 3.33 2.13 3.88
C 4.23 0.28 2.46
C 3.49 2.42 1.39
C -1.71 1.25 3.77
C -1.63 0.93 5.28
C -1.79 2.78 3.66
C -3.01 0.64 3.16
C -0.56 -2.01 3.01
C -1.08 -2.39 1.60
C 0.53 -3.03 3.42
C -1.71 -2.19 4.01
H 2.08 -1.33 2.43
H 0.56 2.67 2.88
H 3.01 1.47 4.69
H 2.72 3.03 3.90
H 4.36 2.42 4.05
H 4.09 -0.42 3.28
H 5.23 0.69 2.54
H 4.16 -0.27 1.51
H 2.76 3.23 1.39
H 3.48 1.93 0.42
H 4.48 2.85 1.55
H -0.72 1.36 5.71
H -1.65 -0.13 5.48
H -2.49 1.39 5.79
H -1.00 3.27 4.23
H -2.74 3.12 4.09
H -1.75 3.12 2.62
H -2.80 -0.01 2.32
H -3.67 1.44 2.82
H -3.56 0.07 3.91
H -0.33 -2.19 0.83
H -1.98 -1.82 1.36
H -1.33 -3.45 1.58
H 1.20 -3.29 2.60
H 0.05 -3.94 3.75
H 1.12 -2.65 4.26
H -2.54 -1.51 3.83
H -1.35 -2.07 5.03
H -2.09 -3.20 3.91
O 2.31 3.68 -6.34
N 1.39 3.54 -5.56
O 0.27 3.97 -5.71
C 1.68 2.75 -4.34
C 2.79 1.98 -4.39
C 3.12 1.10 -3.32
C 4.29 0.31 -3.30
C 4.49 -0.56 -2.26
C 3.53 -0.64 -1.25
N 2.45 0.12 -1.23
C 2.25 1.01 -2.23
C 1.13 1.88 -2.13
N 0.44 1.85 -0.97
C -0.55 2.70 -0.79
C -0.95 3.59 -1.78
C -0.28 3.63 -2.98
C 0.82 2.77 -3.18
H 3.43 2.03 -5.26
H 5.00 0.39 -4.11
H 5.37 -1.18 -2.20
H 3.64 -1.35 -0.44
H -1.00 2.73 0.19
H -1.78 4.26 -1.59
H -0.58 4.32 -3.75
C 0.95 -1.65 -3.52
N 0.41 -1.79 -2.15
C 0.56 -3.21 -1.77
N -0.14 -4.09 -2.69
C 0.42 -3.92 -4.03
N 0.27 -2.52 -4.46
C -1.16 -2.19 -4.47
N -1.74 -2.34 -3.13
C -1.03 -1.48 -2.21
C -1.56 -3.73 -2.71
H 2.01 -1.91 -3.51
H 0.83 -0.62 -3.85
H 0.15 -3.36 -0.76
H 1.62 -3.47 -1.76
H -0.11 -4.56 -4.73
H 1.48 -4.18 -4.02
H -1.68 -2.84 -5.17
H -1.28 -1.15 -4.80
H -1.46 -1.60 -1.21
H -1.15 -0.43 -2.53
H -2.09 -4.39 -3.40
H -1.97 -3.87 -1.71
C -4.95 1.30 -1.15
C -3.84 0.27 -0.92
C -4.43 -0.97 -0.20
C -2.73 0.83 -0.12
H -5.77 0.85 -1.71
H -4.58 2.16 -1.71
H -5.36 1.65 -0.19
H -3.47 -0.08 -1.89
H -4.82 -0.69 0.78
H -3.68 -1.75 -0.08
H -5.26 -1.37 -0.79
H -1.75 0.35 -0.09
H -2.95 1.59 0.62
*
```

Calculated values
Orbital gap (alpha / beta): 5.06 / 5.33 eV
Expectation value of S²: 0.754
E_LUMO (alpha / beta): -7.8863 / -7.8770 eV
E_tot: -58712.3568 eV
Relative energy (zero: lowest compared OMol25 entry of this formula, charge and spin): 113.0 kcal/mol

Record 2
Formula: C39H58BBr24N2O4
Source: the OMol25 dataset
Level of theory: wB97M-V/def2-TZVPD

```
! wB97M-V def2-TZVPD RIJCOSX def2/J DEFGRID3
* xyz 1 1
C -4.61 -2.15 1.52
O -3.47 -2.36 0.66
B -2.53 -1.29 0.75
O -3.07 0.00 0.47
C -0.98 -1.60 1.16
C -1.21 -2.17 2.61
C -1.08 -1.02 3.81
C -2.34 0.02 3.89
O -2.03 -1.15 4.91
C -0.42 -2.94 0.44
C -1.06 -3.49 -0.88
C 0.03 -4.09 -1.89
C 0.68 -5.47 -1.45
C 0.01 -6.20 -0.23
C 0.52 -6.46 -2.71
C 1.14 -2.60 0.51
N 1.38 -1.19 1.04
C 2.05 -1.40 2.36
C 2.75 -0.14 3.00
C 4.06 -0.42 3.84
C 4.25 -1.86 4.46
N 5.51 -2.43 3.87
C 6.68 -2.55 4.65
C 7.71 -3.10 3.73
C 7.01 -3.27 2.40
C 5.60 -2.84 2.53
C 0.11 -0.45 0.84
C -0.13 0.96 1.50
C 0.53 2.23 0.91
C 1.76 2.82 1.55
C 2.41 4.06 1.02
C 1.90 4.79 -0.16
C 0.65 4.26 -0.78
C 0.02 3.03 -0.25
C -0.13 -0.13 -0.72
C 1.14 0.28 -1.54
C 0.62 1.05 -2.85
O 1.86 -0.89 -2.06
H -4.44 -1.43 2.36
H -4.84 -3.14 2.01
H -5.54 -1.89 0.94
H -3.08 0.16 -0.49
H -0.46 -2.91 3.00
H -2.23 -2.56 2.85
H -0.03 -0.58 4.03
H -2.30 0.86 4.63
H -3.38 -0.35 3.82
H -0.48 -3.86 1.10
H -1.84 -4.26 -0.61
H -1.61 -2.74 -1.52
H -0.55 -4.27 -2.85
H 0.77 -3.29 -2.16
H 1.79 -5.32 -1.34
H 0.35 -5.83 0.78
H 0.37 -7.28 -0.27
H -1.10 -6.25 -0.33
H -0.50 -6.95 -2.68
H 1.36 -7.20 -2.78
H 0.54 -5.87 -3.68
H 1.56 -3.45 1.11
H 1.76 -2.69 -0.43
H 2.21 -0.95 0.47
H 2.91 -2.11 2.16
H 1.45 -1.90 3.16
H 2.05 0.44 3.68
H 3.06 0.51 2.13
H 4.06 0.31 4.70
H 4.96 -0.15 3.23
H 4.47 -1.79 5.56
H 3.38 -2.56 4.36
H 6.78 -2.27 5.73
H 8.77 -3.30 3.99
H 7.47 -3.64 1.45
H 4.84 -2.85 1.73
H -1.22 1.20 1.66
H 0.27 0.90 2.56
H 2.24 2.40 2.46
H 3.34 4.45 1.52
H 2.45 5.70 -0.51
H 0.25 4.84 -1.69
H -0.91 2.68 -0.76
H -0.95 0.65 -0.73
H -0.57 -0.99 -1.30
H 1.90 0.87 -0.97
H -0.50 1.12 -2.79
H 0.84 0.41 -3.75
H 1.07 2.08 -2.94
H 2.75 -0.58 -2.29
C 2.68 -4.68 -6.29
Br 2.10 -3.18 -5.20
Br 4.56 -5.04 -6.07
Br 1.60 -6.25 -5.97
H 2.53 -4.39 -7.33
C -3.41 4.99 -2.46
Br -1.73 4.84 -1.50
Br -4.83 5.67 -1.32
Br -3.23 6.04 -4.08
H -3.70 3.99 -2.76
C 6.23 1.28 7.29
Br 6.41 -0.17 6.01
Br 5.45 2.86 6.48
Br 5.26 0.73 8.87
H 7.23 1.55 7.60
C -8.49 -3.56 1.26
Br -7.89 -4.70 -0.19
Br -7.65 -4.03 2.94
Br -8.25 -1.69 0.84
H -9.55 -3.73 1.38
C 1.40 7.37 3.67
Br 2.77 8.72 3.52
Br 1.25 6.31 2.04
Br 1.65 6.24 5.23
H 0.45 7.89 3.80
C -4.59 1.83 -5.04
Br -2.88 1.69 -4.14
Br -5.96 2.55 -3.87
Br -4.45 2.83 -6.69
H -4.89 0.82 -5.30
C -2.92 6.44 -8.97
Br -4.53 7.51 -9.07
Br -2.09 6.56 -7.22
Br -3.25 4.60 -9.47
H -2.22 6.85 -9.69
C -7.20 9.29 -6.35
Br -5.50 9.14 -5.43
Br -8.58 9.97 -5.18
Br -7.05 10.33 -7.97
H -7.49 8.28 -6.64
*
```

Calculated values
Orbital gap: 7.97 eV
E_LUMO: -2.3092 eV
E_tot: -1734232.2697 eV

Record 3
Formula: C39H58N7O6PRbS3
Source: the OMol25 dataset
Level of theory: wB97M-V/def2-TZVPD

```
! wB97M-V def2-TZVPD RIJCOSX def2/J DEFGRID3
* xyz -1 1
Rb 0.88 -0.13 0.08
C -3.51 -3.74 -2.59
C -2.10 -3.22 -2.35
S -1.86 -2.23 -1.01
C -1.10 -3.63 -3.26
C -1.51 -4.56 -4.39
S 0.52 -3.17 -3.18
H -4.19 -3.30 -1.87
H -3.55 -4.83 -2.49
H -3.86 -3.49 -3.60
H -2.02 -5.45 -4.02
H -0.63 -4.87 -4.95
H -2.19 -4.05 -5.08
O 1.24 0.65 2.73
N 0.52 0.26 3.71
C 5.65 -3.26 -2.86
C 4.39 -4.00 -2.48
O 3.97 -3.69 -1.15
P 3.03 -2.35 -0.97
O 3.95 -1.36 -0.07
C 4.58 -1.74 1.17
C 4.50 -0.57 2.12
O 2.11 -2.90 0.26
C 1.24 -4.03 0.07
C 0.48 -4.25 1.36
H 5.99 -3.55 -3.85
H 6.44 -3.46 -2.14
H 5.47 -2.18 -2.87
H 4.55 -5.08 -2.50
H 3.57 -3.78 -3.18
H 5.62 -2.01 0.94
H 4.08 -2.62 1.58
H 5.01 0.30 1.71
H 4.98 -0.84 3.07
H 3.47 -0.30 2.33
H 1.85 -4.90 -0.18
H 0.56 -3.82 -0.76
H 1.17 -4.43 2.18
H -0.19 -5.10 1.26
H -0.12 -3.37 1.60
C -2.81 0.71 1.21
C -2.25 1.89 0.48
N -3.00 3.03 0.47
O -1.17 1.87 -0.09
H -3.76 0.92 1.70
H -2.08 0.39 1.95
H -2.94 -0.11 0.50
H -3.88 3.08 0.96
H -2.63 3.85 0.02
C -0.56 2.52 -3.01
N -0.19 1.11 -2.90
C -1.29 0.31 -3.46
N -1.55 0.66 -4.87
C -1.87 2.08 -4.94
N -0.80 2.93 -4.40
C 0.42 2.64 -5.17
N 0.81 1.24 -5.11
C 1.01 0.88 -3.70
C -0.31 0.43 -5.62
H 0.24 3.14 -2.59
H -1.46 2.70 -2.43
H -2.19 0.49 -2.87
H -1.02 -0.74 -3.39
H -2.78 2.27 -4.37
H -2.04 2.36 -5.98
H 1.24 3.25 -4.77
H 0.26 2.92 -6.21
H 1.83 1.48 -3.29
H 1.27 -0.18 -3.63
H -0.04 -0.63 -5.54
H -0.47 0.68 -6.67
N -0.34 -0.66 3.35
C -1.15 -1.09 4.34
C -1.06 -0.60 5.74
C 0.14 -0.65 6.46
C 0.19 -0.20 7.77
C -0.94 0.33 8.38
C -2.13 0.40 7.67
C -2.18 -0.07 6.37
C -2.17 -2.07 3.99
C -2.89 -2.78 4.97
C -3.84 -3.72 4.62
C -4.12 -3.99 3.29
C -3.41 -3.31 2.30
C -2.46 -2.38 2.65
H 1.02 -1.05 5.99
H 1.13 -0.25 8.31
H -0.89 0.69 9.40
H -3.01 0.82 8.13
H -3.11 -0.01 5.81
H -2.68 -2.61 6.02
H -4.37 -4.26 5.40
H -4.87 -4.73 3.02
H -3.59 -3.50 1.25
H -1.91 -1.87 1.86
C -0.08 7.84 -2.25
C 0.31 6.70 -1.36
C -0.38 6.43 -0.18
C -0.05 5.33 0.60
C 0.98 4.50 0.22
C 1.69 4.75 -0.95
C 1.35 5.85 -1.73
S 1.31 3.00 1.15
C 2.42 3.70 2.37
O 2.19 2.18 0.26
H -0.71 8.56 -1.72
H -0.64 7.48 -3.11
H 0.79 8.37 -2.63
H -1.19 7.08 0.12
H -0.62 5.12 1.50
H 2.47 4.06 -1.24
H 1.89 6.04 -2.65
H 3.30 4.10 1.87
H 2.67 2.87 3.03
H 1.90 4.48 2.93
*
```

Calculated values
Orbital gap (alpha / beta): 5.14 / 5.65 eV
E_LUMO (alpha / beta): 1.8308 / 1.8326 eV
E_tot: -106551.7360 eV
Relative energy (zero: lowest compared OMol25 entry of this formula, charge and spin): 0.0 kcal/mol

Record 4
Formula: C39H59InN3O3S3
Source: the OMol25 dataset
Level of theory: wB97M-V/def2-TZVPD

```
! wB97M-V def2-TZVPD RIJCOSX def2/J DEFGRID3
* xyz -1 1
In 0.36 -0.13 -0.14
C 0.71 -1.51 1.80
C 1.08 -0.49 2.80
C -0.07 -0.20 3.52
C -1.10 -1.12 3.08
C -0.64 -1.95 2.11
C -1.40 -3.14 1.54
C -2.31 -2.71 0.38
C -0.42 -4.21 1.05
C -2.27 -3.77 2.63
C -0.41 0.89 4.54
C 0.42 0.80 5.83
C -0.26 2.28 3.91
C -1.88 0.79 4.98
C 2.56 -0.22 3.09
C 2.92 1.25 3.33
C 3.47 -0.71 1.96
C 2.94 -1.05 4.33
H 1.44 -2.20 1.39
H -2.09 -1.16 3.49
H -1.73 -2.21 -0.41
H -3.05 -2.00 0.73
H -2.82 -3.58 -0.05
H 0.24 -3.80 0.29
H -0.96 -5.06 0.63
H 0.19 -4.57 1.88
H -3.05 -3.08 2.96
H -1.67 -4.04 3.50
H -2.76 -4.67 2.25
H 1.48 0.96 5.67
H 0.29 -0.19 6.29
H 0.07 1.56 6.54
H 0.77 2.52 3.65
H -0.62 3.05 4.60
H -0.85 2.34 2.99
H -2.08 -0.16 5.49
H -2.55 0.88 4.13
H -2.10 1.60 5.68
H 2.59 1.86 2.49
H 4.00 1.36 3.43
H 2.47 1.64 4.24
H 3.17 -0.31 0.99
H 3.48 -1.80 1.88
H 4.50 -0.38 2.14
H 2.36 -0.77 5.21
H 4.00 -0.94 4.56
H 2.74 -2.11 4.13
S 0.66 2.41 0.24
C 2.36 2.63 -0.08
C 2.94 3.81 0.40
C 4.28 4.11 0.23
C 4.81 5.33 0.75
N 5.20 6.31 1.18
C 5.10 3.19 -0.46
C 4.53 2.02 -0.96
C 3.17 1.72 -0.80
S 2.59 0.25 -1.51
C 6.49 3.43 -0.63
N 7.62 3.62 -0.76
H 2.31 4.51 0.94
H 5.16 1.33 -1.49
O 1.03 -2.43 -1.21
C 0.94 -2.97 -2.31
C -0.29 -3.75 -2.72
C -0.04 -5.24 -2.94
C 0.55 -5.57 -4.31
C 1.96 -5.01 -4.52
C 2.00 -3.48 -4.52
N 1.96 -2.91 -3.19
H -0.72 -3.30 -3.62
H -1.01 -3.61 -1.91
H -0.99 -5.77 -2.85
H 0.62 -5.62 -2.15
H -0.10 -5.16 -5.09
H 0.58 -6.65 -4.45
H 2.35 -5.36 -5.48
H 2.63 -5.37 -3.74
H 1.17 -3.09 -5.12
H 2.92 -3.14 -4.98
H 2.73 -2.33 -2.88
O -1.82 0.37 0.80
S -2.35 1.48 -0.06
C -3.17 2.54 1.22
C -4.65 2.63 0.92
C -5.03 1.25 0.38
C -3.99 0.94 -0.68
H -2.67 3.51 1.26
H -2.98 2.00 2.15
H -4.84 3.38 0.15
H -5.23 2.90 1.80
H -6.04 1.22 -0.03
H -4.97 0.51 1.19
H -4.16 1.53 -1.58
H -3.89 -0.12 -0.94
C -2.40 0.01 -3.79
C -1.05 0.32 -3.12
C -0.72 1.81 -3.30
C 0.00 -0.52 -3.87
O -1.15 -0.03 -1.76
H -2.31 0.11 -4.88
H -3.18 0.70 -3.45
H -2.71 -1.01 -3.54
H -0.75 2.09 -4.36
H 0.28 2.01 -2.91
H -1.43 2.42 -2.75
H 0.20 -0.09 -4.86
H -0.36 -1.54 -4.00
H 0.93 -0.54 -3.31
*
```

Calculated values
Orbital gap: 6.57 eV
E_LUMO: 2.1490 eV
E_tot: -89696.9243 eV
Relative energy (zero: lowest compared OMol25 entry of this formula, charge and spin): 0.4 kcal/mol